A cluster of 6 separate species, C34H83BF4N4O6 in total in a non-equilibrium geometry. Source: the OMol25 dataset; level of theory: the ωB97M-V functional and the def2-TZVPD basis.

Last column: Mulliken charge in e.
Atoms and positions in Å:
C: 2.08 -4.07 -1.16  -1.246
C: 2.66 -4.04 0.26  -0.084
N: 4.00 -3.27 0.48  0.432
C: 5.00 -3.87 -0.53  -1.110
C: 3.78 -1.72 0.18  0.058
C: 4.93 -0.79 0.63  -1.450
C: 4.54 -3.67 1.87  -0.758
C: 3.56 -3.38 3.08  -0.892
O: 3.10 -2.01 3.09  0.408
C: 2.14 -1.64 4.14  -1.164
H: 1.11 -4.55 -1.12  0.503
H: 2.68 -4.54 -1.94  0.380
H: 1.97 -3.05 -1.53  0.130
H: 2.79 -5.07 0.61  0.356
H: 2.11 -3.54 1.05  0.113
H: 4.75 -3.67 -1.57  0.369
H: 5.11 -4.94 -0.37  0.378
H: 5.93 -3.33 -0.34  0.461
H: 2.89 -1.42 0.73  -0.064
H: 3.44 -1.65 -0.86  0.518
H: 5.84 -1.04 0.09  0.400
H: 5.17 -1.05 1.66  0.294
H: 4.74 0.28 0.48  0.344
H: 5.54 -3.26 1.95  0.490
H: 4.64 -4.75 1.85  0.447
H: 4.02 -3.76 3.99  0.556
H: 2.72 -4.07 2.98  0.384
H: 1.77 -0.66 3.86  -0.185
H: 2.65 -1.70 5.10  0.278
H: 1.39 -2.42 3.98  0.511
C: -1.86 3.71 -5.81  -1.232
C: -1.66 3.43 -4.26  -0.456
N: -2.73 2.51 -3.58  0.442
C: -2.32 2.48 -2.08  -1.276
C: -4.23 2.97 -3.71  -0.475
C: -4.47 4.47 -3.27  -1.380
C: -2.51 1.06 -4.20  0.285
C: -3.37 -0.04 -3.64  -0.213
O: -4.77 0.05 -4.05  -0.436
C: -5.08 -0.55 -5.40  -0.735
H: -1.72 2.84 -6.46  0.286
H: -1.17 4.49 -6.13  0.439
H: -2.86 4.03 -6.10  0.305
H: -1.78 4.33 -3.66  0.537
H: -0.64 3.15 -4.02  0.376
H: -2.32 3.50 -1.71  0.590
H: -1.31 2.08 -2.00  0.024
H: -3.00 1.78 -1.59  0.489
H: -4.95 2.29 -3.28  0.519
H: -4.41 2.80 -4.77  0.458
H: -4.23 5.29 -3.94  0.334
H: -4.19 4.71 -2.25  0.303
H: -5.54 4.67 -3.21  0.436
H: -1.48 0.82 -3.96  -0.441
H: -2.54 1.22 -5.28  0.515
H: -3.40 -0.15 -2.56  -0.230
H: -2.90 -1.00 -3.85  0.546
H: -6.11 -0.29 -5.63  0.294
H: -4.97 -1.63 -5.50  0.281
H: -4.49 0.02 -6.12  0.301
C: -0.08 2.12 0.87  0.387
C: 0.57 3.27 1.67  -1.663
N: 2.07 3.27 2.02  1.469
C: 2.94 2.82 0.83  -1.141
C: 2.53 4.69 2.50  -0.381
C: 1.90 5.18 3.77  -1.310
C: 2.36 2.18 3.13  -0.310
C: 3.85 1.77 3.50  -0.108
O: 4.61 3.01 3.70  -0.168
C: 5.99 2.73 3.98  -0.853
H: 0.26 1.96 -0.16  0.077
H: -1.14 2.24 0.66  0.584
H: -0.10 1.19 1.43  -0.331
H: 0.00 3.35 2.60  0.250
H: 0.44 4.25 1.19  0.112
H: 2.68 1.81 0.52  0.203
H: 4.00 2.92 1.07  0.455
H: 2.62 3.44 0.00  0.395
H: 2.24 5.29 1.64  0.513
H: 3.62 4.70 2.54  0.395
H: 0.81 5.22 3.75  0.329
H: 2.16 6.23 3.93  0.463
H: 2.29 4.78 4.70  0.319
H: 1.84 1.25 2.91  -1.040
H: 1.82 2.56 4.00  0.447
H: 4.28 1.31 2.61  -0.230
H: 3.84 1.07 4.33  0.589
H: 6.02 2.18 4.93  0.350
H: 6.52 3.67 4.14  0.270
H: 6.51 2.09 3.26  0.301
C: -4.90 -3.88 0.13  -1.152
C: -4.22 -2.48 0.60  0.014
N: -2.97 -2.58 1.57  0.430
C: -3.40 -3.26 2.87  -1.361
C: -1.98 -3.55 0.81  -0.601
C: -0.62 -3.88 1.63  -0.913
C: -2.36 -1.13 1.77  3.397
C: -2.84 -0.36 3.03  -1.521
O: -4.21 -0.28 3.15  -0.175
C: -4.65 0.49 4.27  -1.049
H: -5.20 -4.44 1.02  0.324
H: -4.18 -4.46 -0.44  0.309
H: -5.69 -3.82 -0.62  0.409
H: -4.91 -1.89 1.20  0.363
H: -3.82 -1.91 -0.24  -0.011
H: -4.33 -2.85 3.26  0.299
H: -2.55 -2.90 3.45  0.500
H: -3.53 -4.33 2.71  0.400
H: -1.88 -2.91 -0.07  0.435
H: -2.38 -4.49 0.44  0.327
H: -0.09 -2.98 1.93  -0.112
H: 0.06 -4.39 0.95  0.368
H: -0.82 -4.59 2.43  0.427
H: -2.58 -0.60 0.84  -0.245
H: -1.27 -1.14 1.84  -1.020
H: -2.58 0.70 3.06  0.127
H: -2.52 -0.71 4.01  0.241
H: -5.70 0.27 4.49  0.281
H: -4.62 1.54 3.97  0.334
H: -4.08 0.28 5.17  0.345
B: 0.82 -0.43 -6.47  0.490
F: 0.68 -1.67 -6.05  -0.355
F: 1.76 -0.40 -7.55  -0.393
F: -0.42 0.12 -6.82  -0.385
F: 1.21 0.36 -5.43  -0.358
C: 0.84 -0.10 -2.38  -1.378
C: -0.02 -0.72 -1.30  -0.278
O: 0.56 -1.25 -0.32  -0.077
O: -1.25 -0.51 -1.36  -0.347
H: 0.86 -0.70 -3.29  0.593
H: 1.84 0.12 -2.03  0.241
H: 0.45 0.85 -2.75  -0.036

Computed properties:
Net charge   +1
HOMO energy (spin up / spin down)   -4.27 / -10.26 eV
2S+1   2
DFT total energy   -2439.59859 a.u.
F_max   3.6 eV/Å
HOMO-LUMO gap (spin up / spin down)   2.440 / 8.379 eV